Entry from OMol25: a structure of composition C11H23KO5S2 (wB97M-V/def2-TZVPD).

```
! wB97M-V def2-TZVPD RIJCOSX def2/J DEFGRID3
* xyz 0 1
H 2.738 -4.606 0.454
C 3.475 -4.394 -0.321
H 5.170 -5.546 -1.199
C 3.276 -6.392 -1.633
H -0.564 -0.047 5.940
H -2.554 2.107 -6.442
C 4.197 -5.660 -0.720
H 1.346 3.585 7.067
K -0.356 2.621 -1.305
H -5.316 4.692 -6.503
H -4.119 2.507 -5.671
C 2.280 -5.476 -2.494
H 3.998 -3.524 0.076
O 1.285 -3.217 -1.181
O 3.526 -2.982 -2.512
H 2.586 -6.898 -0.957
C -3.270 4.031 -6.833
H -5.000 4.277 -8.169
H 2.235 -5.476 -3.584
C -4.575 4.776 -7.298
S 2.513 -3.755 -1.739
H 1.260 -5.750 -2.223
C -0.831 1.008 6.006
C -3.552 2.515 -6.602
S 0.827 1.740 5.486
H 3.867 -7.082 -2.235
H -1.633 1.423 5.396
O -2.451 4.673 -5.939
C -0.825 3.189 7.240
C 0.461 3.357 6.473
H -0.404 1.279 8.021
O 0.842 2.066 4.018
H -2.854 4.159 -7.832
H 4.320 -6.170 0.235
H -0.812 3.539 8.272
H -1.652 3.671 6.719
H -4.374 5.819 -7.544
H -4.070 1.803 -7.245
O 1.967 0.962 6.027
H -2.151 1.409 7.715
C -1.160 1.633 7.320
H 0.356 4.134 5.716
*
```

- E_HOMO (eV) = -4.5
- LUMO (eV) = -1.796
- orbital gap (eV) = 2.655



Entry from OMol25: a cluster of 2 separate species, C11H23N4 in total (wB97M-V/def2-TZVPD).

```
! wB97M-V def2-TZVPD RIJCOSX def2/J DEFGRID3
* xyz 1 1
H 2.211 1.730 1.927
H -2.376 -0.751 -1.899
N -0.618 0.735 0.577
H -3.031 0.716 -0.781
H -2.297 -0.755 -0.061
C 1.437 -3.520 -1.903
H 0.764 3.244 3.010
N 0.414 2.404 2.596
H -2.520 1.049 1.368
H 1.350 0.120 -0.013
H -1.607 0.136 2.486
H 2.487 -3.544 -1.859
H 1.050 -3.981 -2.770
H 1.268 -2.516 1.443
H -1.457 2.534 3.411
N -0.397 -2.236 0.126
C 0.793 -2.117 -1.828
H 0.457 1.945 -1.676
H 0.356 -1.729 -3.952
C 1.337 1.879 1.427
C -1.455 0.967 1.672
H 2.004 -1.017 -3.320
C 0.745 0.536 0.878
H 1.491 2.630 0.705
H 0.670 1.733 3.295
H -1.422 3.040 1.802
C -2.324 -0.090 -0.873
C -1.020 0.622 -0.755
H 0.862 -0.300 1.726
C 0.142 -2.508 1.256
C -0.449 1.320 -1.736
H -0.529 -2.972 2.075
H 0.479 -0.406 -2.924
C 0.893 -1.345 -3.109
H 0.980 -4.038 -1.149
C -0.975 2.306 2.428
H -0.995 1.121 -2.686
N 0.108 -1.653 -0.886
*
```

- E_HOMO (eV) = -10.9
- LUMO (eV) = -3.110
- orbital gap (eV) = 7.827



Entry from OMol25: a structure of composition C11H24AgF6O7 (wB97M-V/def2-TZVPD).

```
! wB97M-V def2-TZVPD RIJCOSX def2/J DEFGRID3
* xyz 0 2
H -11.861 6.178 -36.760
H -11.335 8.053 -41.162
O -10.908 7.746 -37.554
H -9.647 12.522 -36.763
C -11.249 5.504 -38.619
O -13.113 11.662 -38.491
H -16.048 8.887 -38.653
H -10.123 9.794 -40.037
C -11.823 6.647 -37.743
C -9.634 7.007 -35.488
F -10.851 5.930 -39.805
H -15.022 12.088 -37.931
H -10.243 11.866 -38.301
H -8.649 7.169 -35.051
H -12.480 11.525 -35.354
O -12.966 7.316 -38.160
F -10.253 4.748 -38.153
O -14.592 10.108 -38.133
C -9.622 7.507 -36.946
H -9.035 6.850 -37.588
F -16.516 11.836 -40.015
C -15.207 11.637 -40.035
H -13.151 8.692 -34.994
C -9.716 11.625 -37.378
H -16.951 8.507 -36.310
H -12.535 10.551 -33.980
O -12.790 9.388 -35.549
H -10.118 10.505 -35.851
H -14.040 10.950 -34.928
H -9.944 5.966 -35.390
C -15.865 9.619 -37.867
H -12.791 8.848 -40.708
H -15.728 9.498 -35.621
F -15.006 10.606 -40.864
O -10.387 10.502 -36.772
H -11.562 9.677 -41.733
O -11.024 9.600 -39.769
H -8.957 8.368 -37.013
F -12.280 4.655 -38.928
Ag -12.328 9.604 -37.745
F -14.685 12.726 -40.670
C -12.994 10.647 -34.964
C -11.729 9.027 -40.874
H -16.763 10.236 -37.843
C -14.507 11.443 -38.642
H -10.334 7.720 -35.053
C -15.955 8.905 -36.507
H -8.707 11.317 -37.654
H -15.295 8.037 -36.509
*
```

- E_HOMO (spin up / spin down) (eV) = -8.1 / -8.0
- LUMO (spin up / spin down) (eV) = 0.162 / -2.513
- orbital gap (spin up / spin down) (eV) = 8.227 / 5.512



Entry from OMol25: a structure of composition C11H24BCuF4N3OTa (wB97M-V/def2-TZVPD).

```
! wB97M-V def2-TZVPD RIJCOSX def2/J DEFGRID3
* xyz 2 1
H -0.552 -2.013 -2.746
N 2.098 -0.352 0.379
Ta 0.068 -0.065 0.350
H -2.149 2.494 -0.130
H -0.023 3.407 1.591
C -0.419 -2.971 -0.272
Cu 1.195 0.646 -1.809
H -0.995 3.852 -1.950
H -2.565 -3.257 -0.089
C -1.048 -1.312 -2.057
C -1.706 -3.729 -0.578
N -0.599 -1.568 -0.668
H -1.936 1.664 -1.716
C 0.076 3.638 -1.863
F -0.208 -1.323 4.582
H 1.653 -2.991 -0.876
H -0.755 -0.310 -2.392
F -0.791 0.051 2.069
H -2.115 0.707 -0.210
H -0.933 -2.735 1.827
H 0.042 -4.135 1.430
F 1.209 0.494 4.278
H 0.527 -3.505 -2.139
B -0.020 0.007 4.560
C 0.401 3.037 -0.496
H 0.351 4.876 0.614
H 0.366 2.973 -2.675
H 0.635 4.589 -1.976
O 4.086 -1.405 1.254
H -1.896 -3.800 -1.651
C -0.177 3.899 0.622
C -0.112 -3.070 1.198
H -1.250 4.059 0.475
F -1.035 0.848 4.803
C 3.043 -0.828 1.104
H 2.153 2.483 0.647
C -1.691 1.637 -0.643
N -0.196 1.705 -0.385
H 2.382 2.320 -1.105
H 0.880 -4.593 -0.771
H 0.809 -2.563 1.475
H -2.145 -1.387 -2.127
H -1.611 -4.758 -0.181
C 1.891 2.908 -0.312
C 0.730 -3.540 -1.073
H 2.333 3.917 -0.373
*
```

- E_HOMO (eV) = -17.0
- LUMO (eV) = -9.039
- orbital gap (eV) = 7.951



Entry from OMol25: a structure of composition C11H24Cl2N2O2PSSc (wB97M-V/def2-TZVPD).

```
! wB97M-V def2-TZVPD RIJCOSX def2/J DEFGRID3
* xyz 2 1
C 0.496 -0.338 2.174
H -1.422 3.219 -3.470
H 0.948 0.297 -4.757
C 0.103 -1.636 4.246
C -1.071 -2.209 5.010
H -1.479 -3.088 4.491
H 1.219 2.915 4.531
Sc 0.870 -0.939 -1.641
H -0.126 -4.687 -4.574
H 1.146 3.297 -1.691
P 0.066 1.421 -2.785
C -1.134 -0.123 -0.855
H 0.109 -3.243 -5.584
H -1.539 -3.627 -4.929
H -0.650 -1.973 2.350
Cl 1.505 -3.258 -2.701
H 0.539 -0.786 4.790
H -0.805 0.624 -4.910
H 2.310 2.286 -2.571
H -1.566 2.865 -1.725
C -0.179 1.534 3.673
H -0.738 2.369 3.234
H 1.343 1.479 2.113
H 1.452 1.246 5.080
C -0.453 -3.648 -4.723
N 0.628 0.922 2.580
H 0.381 1.959 -5.111
O -0.745 -1.938 -2.996
S 1.478 -0.931 0.880
C 1.312 2.740 -2.622
C 0.705 1.994 4.805
H -0.757 -2.506 6.012
H 0.093 2.203 5.684
C 0.154 1.032 -4.561
Cl 2.901 -0.128 -2.421
C -0.116 -2.874 -3.508
H 0.891 -2.385 4.070
H -2.334 1.792 -2.904
N -0.364 -1.156 2.894
C -1.458 2.420 -2.719
H -0.901 0.776 3.986
H -1.873 -1.474 5.118
H 1.260 3.423 -3.485
O -2.199 0.133 -0.478
*
```

- E_HOMO (eV) = -15.5
- LUMO (eV) = -7.385
- orbital gap (eV) = 8.091



Entry from OMol25: an isolated molecule of C11H24F3IN4O (wB97M-V/def2-TZVPD).

```
! wB97M-V def2-TZVPD RIJCOSX def2/J DEFGRID3
* xyz 0 1
N -1.796 2.157 -0.669
N -0.747 -0.233 0.628
H 2.027 -1.621 -0.850
H 3.110 -2.303 2.112
C 0.554 2.874 0.050
H -2.040 3.134 -0.841
C -0.182 -0.370 -1.880
H -0.780 1.372 1.918
H -0.067 2.040 -1.823
C -0.019 0.353 -0.505
H -2.193 -1.590 1.186
H 1.433 -1.558 0.856
H -1.202 -0.178 -2.265
H 4.541 -1.298 2.460
H -2.285 -1.234 -0.528
C -1.515 0.718 1.409
N -0.046 4.205 0.305
H 1.876 0.743 -0.989
H -0.474 4.577 -0.541
H 4.126 -1.494 -0.010
H -0.816 4.059 0.958
H -3.327 1.042 0.273
C 3.523 -1.281 2.052
H -2.850 2.458 1.192
I -1.067 -4.890 -3.268
H 0.079 -1.433 -1.882
H 1.506 3.047 -0.472
C 1.953 -1.011 0.068
H 3.787 0.185 0.408
F -1.822 -3.387 -1.688
H -2.104 0.266 2.216
O -0.770 -2.544 0.121
H -2.230 1.643 -1.443
C 3.439 -0.851 0.566
F -0.754 -4.659 -0.212
F -2.630 -3.835 0.390
H 0.505 0.132 -2.584
C -0.338 1.884 -0.764
N 1.436 0.345 -0.160
C -1.519 -3.585 -0.329
H 0.843 2.478 1.033
C -2.451 1.637 0.580
C -1.563 -1.381 0.301
H 2.852 -0.616 2.623
*
```

- E_HOMO (eV) = -4.4
- LUMO (eV) = -1.623
- orbital gap (eV) = 2.821